1.
# C24H55BrNO9P2

A cluster of 9 separate species, C24H55BrNO9P2 in total at a distorted geometry (the ωB97M-V functional and the def2-TZVPD basis, the OMol25 dataset).

Calculated values
**Charge**: -1
**E_tot**: -4936.0974 Eh
**E_HOMO**: -4.18 eV
**Kohn-Sham gap**: 6.11 eV
**Spin multiplicity**: 1

Last columns: bonded neighbours and bond lengths (Å).
Geometry (Å):
1 N 0.0485 -1.9630 -0.6627  P2 1.581, H6 1.012
2 P -0.1283 -3.1442 0.3733  N1 1.581, P3 2.254, H7 1.410, H8 1.403
3 P 0.8655 -2.8462 2.3738  P2 2.254, O4 1.722, Br5 2.656, H9 1.433, H10 1.410, H11 1.414
4 O -0.6086 -2.0942 2.8484  P3 1.722, H12 0.966
5 Br -0.1418 -5.1981 3.0882  P3 2.656
6 H -0.8340 -1.5737 -0.9684  N1 1.012
7 H 0.4800 -4.3425 -0.0531  P2 1.410
8 H -1.4589 -3.5202 0.6085  P2 1.403
9 H 1.9981 -3.6096 1.9407  P3 1.433
10 H 1.3651 -2.7503 3.6890  P3 1.410
11 H 1.4509 -1.6433 1.9171  P3 1.414
12 H -0.3762 -1.5794 3.6325  O4 0.966
13 C 3.7902 -1.5123 -1.6602  C14 1.505, H17 1.087, H18 1.090, H19 1.092
14 C 3.8835 -0.2956 -0.7788  C13 1.505, O15 1.208, C16 1.514
15 O 3.8371 -0.3773 0.4257  C14 1.208
16 C 4.0064 1.0416 -1.4776  C14 1.514, H20 1.092, H21 1.092, H22 1.089
17 H 3.6831 -2.3952 -1.0351  C13 1.087
18 H 2.9262 -1.4369 -2.3209  C13 1.090
19 H 4.6746 -1.5952 -2.2961  C13 1.092
20 H 3.1561 1.1888 -2.1460  C16 1.092
21 H 4.9068 1.0856 -2.0940  C16 1.092
22 H 4.0291 1.8302 -0.7274  C16 1.089
23 C -3.5188 -0.7713 2.5890  C24 1.496, H27 1.089, H28 1.091, H29 1.093
24 C -3.6874 0.6678 2.9594  C23 1.496, O25 1.214, C26 1.514
25 O -3.7217 1.5679 2.1462  C24 1.214
26 C -3.8281 0.9479 4.4410  C24 1.514, H30 1.092, H31 1.092, H32 1.087
27 H -3.3917 -0.8755 1.5127  C23 1.089
28 H -2.6316 -1.1867 3.0694  C23 1.091
29 H -4.3782 -1.3513 2.9334  C23 1.093
30 H -2.9439 0.5846 4.9690  C26 1.092
31 H -4.6819 0.3955 4.8392  C26 1.092
32 H -3.9535 2.0145 4.6122  C26 1.087
33 C 4.4048 4.2120 -4.0555  C34 1.507, H37 1.086, H38 1.091, H39 1.092
34 C 5.6001 3.2954 -4.1030  C33 1.507, O35 1.207, C36 1.514
35 O 5.4814 2.0941 -4.0922  C34 1.207
36 C 6.9604 3.9592 -4.1401  C34 1.514, H40 1.092, H41 1.092, H42 1.087
37 H 3.4894 3.6276 -4.0277  C33 1.086
38 H 4.4451 4.8492 -3.1713  C33 1.091
39 H 4.3945 4.8750 -4.9233  C33 1.092
40 H 7.0869 4.5977 -3.2637  C36 1.092
41 H 7.0401 4.6031 -5.0185  C36 1.092
42 H 7.7405 3.2028 -4.1627  C36 1.087
43 C -3.9554 -4.7737 4.2011  C44 1.504, H47 1.087, H48 1.092, H49 1.092
44 C -5.3562 -4.2842 3.9582  C43 1.504, O45 1.211, C46 1.515
45 O -5.6904 -3.1228 4.0353  C44 1.211
46 C -6.3701 -5.3524 3.6014  C44 1.515, H50 1.092, H51 1.092, H52 1.087
47 H -3.2867 -3.9512 4.4417  C43 1.087
48 H -3.9616 -5.4983 5.0183  C43 1.092
49 H -3.5561 -5.2865 3.3240  C43 1.092
50 H -6.4229 -6.0977 4.3978  C46 1.092
51 H -6.0529 -5.8747 2.6968  C46 1.092
52 H -7.3476 -4.9026 3.4467  C46 1.087
53 C 0.8814 1.2600 1.8205  C54 1.500, H57 1.087, H58 1.093, H59 1.092
54 C 0.8921 1.4867 3.3036  C53 1.500, O55 1.209, C56 1.518
55 O 0.8869 0.5874 4.1123  C54 1.209
56 C 0.8977 2.9353 3.7579  C54 1.518, H60 1.092, H61 1.092, H62 1.087
57 H 0.8741 0.1974 1.5938  C53 1.087
58 H -0.0067 1.7233 1.3827  C53 1.093
59 H 1.7621 1.7171 1.3639  C53 1.092
60 H 0.0180 3.4483 3.3631  C56 1.092
61 H 1.7758 3.4469 3.3579  C56 1.092
62 H 0.9017 2.9852 4.8439  C56 1.087
63 C 4.0783 -4.0159 -6.3443  C64 1.515, H67 1.087, H68 1.092, H69 1.092
64 C 3.2241 -3.8957 -5.0993  C63 1.515, O65 1.205, C66 1.512
65 O 3.1491 -2.8680 -4.4755  C64 1.205
66 C 2.4697 -5.1357 -4.6767  C64 1.512, H70 1.092, H71 1.092, H72 1.087
67 H 4.5688 -3.0671 -6.5452  C63 1.087
68 H 4.8258 -4.8006 -6.2117  C63 1.092
69 H 3.4600 -4.3037 -7.1970  C63 1.092
70 H 3.1670 -5.9554 -4.4909  C66 1.092
71 H 1.8000 -5.4598 -5.4762  C66 1.092
72 H 1.8974 -4.9255 -3.7769  C66 1.087
73 C 2.1542 8.3981 -1.9152  C74 1.512, H77 1.087, H78 1.092, H79 1.092
74 C 1.8636 6.9192 -1.7926  C73 1.512, O75 1.207, C76 1.510
75 O 2.4084 6.1030 -2.4960  C74 1.207
76 C 0.8560 6.5178 -0.7426  C74 1.510, H80 1.092, H81 1.092, H82 1.086
77 H 2.8892 8.5679 -2.6975  C73 1.087
78 H 1.2358 8.9422 -2.1440  C73 1.092
79 H 2.5258 8.7864 -0.9649  C73 1.092
80 H -0.1020 7.0048 -0.9354  C76 1.092
81 H 1.1886 6.8496 0.2430  C76 1.092
82 H 0.7283 5.4389 -0.7441  C76 1.086
83 C -5.9854 0.4047 -0.4912  C84 1.509, H87 1.087, H88 1.092, H89 1.091
84 C -6.5243 -0.9495 -0.1004  C83 1.509, O85 1.208, C86 1.514
85 O -6.2757 -1.9528 -0.7251  C84 1.208
86 C -7.3973 -0.9815 1.1355  C84 1.514, H90 1.092, H91 1.092, H92 1.087
87 H -5.3520 0.3108 -1.3699  C83 1.087
88 H -6.8088 1.0922 -0.6968  C83 1.092
89 H -5.4072 0.8196 0.3364  C83 1.091
90 H -8.2602 -0.3249 1.0027  C86 1.092
91 H -6.8374 -0.6081 1.9955  C86 1.092
92 H -7.7272 -1.9983 1.3306  C86 1.087

2.
# C24H55IN9O7P2

A cluster of 6 separate species, C24H55IN9O7P2 in total at a distorted geometry (the ωB97M-V functional and the def2-TZVPD basis, the OMol25 dataset).

Calculated values
**Charge**: +1
**E_tot**: -2947.1250 Eh
**E_HOMO**: -10.59 eV
**Kohn-Sham gap**: 6.73 eV
**Spin multiplicity**: 1

Last columns: bonded neighbours and bond lengths (Å).
Geometry (Å):
1 C -3.0480 1.8546 -1.6270  C2 1.542, H19 1.092, H20 1.094, H21 1.095
2 C -1.6646 1.1738 -1.6007  C1 1.542, C3 1.553, H22 1.101, H23 1.091
3 C -0.7153 1.8381 -2.6356  C2 1.553, I4 2.179, N5 1.473, H24 1.093
4 I -0.7948 4.0142 -2.5646  C3 2.179
5 N 0.6692 1.4728 -2.2882  C3 1.473, C6 1.406, H25 1.025
6 C 1.6185 1.8859 -3.2392  N5 1.406, N7 1.414, N11 1.298
7 N 1.2778 1.7788 -4.6069  C6 1.414, N8 1.436, H26 1.012
8 N 1.2390 3.0337 -5.3040  N7 1.436, C9 1.242
9 C 0.4652 2.9545 -6.2717  N8 1.242, O10 1.160
10 O -0.0295 2.9136 -7.3203  C9 1.160
11 N 2.7653 2.3414 -2.8364  C6 1.298, P12 1.791, P15 1.822
12 P 4.0347 2.8764 -3.9814  N11 1.791, C13 1.866, O14 1.663
13 C 4.2506 1.5744 -5.3000  P12 1.866, H27 1.093, H28 1.096, H29 1.092
14 O 5.4825 2.8076 -3.1662  P12 1.663, H30 0.972
15 P 2.9802 2.4784 -1.0322  N11 1.822, C16 1.863, C17 1.853
16 C 3.8283 0.9212 -0.4616  P15 1.863, H31 1.093, H32 1.095, H33 1.094
17 C 4.1206 3.8868 -0.6456  P15 1.853, C18 1.539, H34 1.101, H35 1.096
18 C 3.7726 4.5661 0.6908  C17 1.539, H36 1.097, H37 1.093, H38 1.093
19 H -3.8075 1.1770 -1.2329  C1 1.092
20 H -3.0259 2.7177 -0.9554  C1 1.094
21 H -3.3256 2.2014 -2.6275  C1 1.095
22 H -1.8251 0.1629 -2.0072  C2 1.101
23 H -1.2150 1.1385 -0.6074  C2 1.091
24 H -1.0478 1.4857 -3.6157  C3 1.093
25 H 0.7150 0.4489 -2.2621  N5 1.025
26 H 1.7654 1.0461 -5.1072  N7 1.012
27 H 3.7796 1.9879 -6.1960  C13 1.093
28 H 3.7720 0.6386 -4.9904  C13 1.096
29 H 5.3210 1.4519 -5.4796  C13 1.092
30 H 5.6428 1.8676 -2.9787  O14 0.972
31 H 4.1282 1.0640 0.5802  C16 1.093
32 H 4.6791 0.7372 -1.1251  C16 1.095
33 H 3.0973 0.1076 -0.4645  C16 1.094
34 H 5.1517 3.5094 -0.5714  C17 1.101
35 H 4.1492 4.6202 -1.4598  C17 1.096
36 H 4.3967 5.4669 0.7495  C18 1.097
37 H 4.0421 3.9678 1.5645  C18 1.093
38 H 2.7359 4.9124 0.7101  C18 1.093
39 C -3.7780 -1.1275 -8.2975  C40 1.508, H44 1.086, H45 1.091, H46 1.091
40 C -3.3841 -0.1305 -7.2368  C39 1.508, O41 1.220, N42 1.362
41 O -3.7364 -0.2427 -6.0737  C40 1.220
42 N -2.6066 0.9221 -7.6134  C40 1.362, C43 1.452, H47 1.007
43 C -2.0777 1.2396 -8.9276  N42 1.452, H48 1.089, H49 1.091, H50 1.085
44 H -4.3909 -1.9006 -7.8438  C39 1.086
45 H -4.3575 -0.6390 -9.0817  C39 1.091
46 H -2.8913 -1.5941 -8.7289  C39 1.091
47 H -2.3883 1.5445 -6.8526  N42 1.007
48 H -0.9907 1.2705 -8.8661  C43 1.089
49 H -2.4417 2.2234 -9.2277  C43 1.091
50 H -2.3714 0.5100 -9.6745  C43 1.085
51 C 6.4003 -3.4824 0.1864  C52 1.508, H56 1.086, H57 1.091, H58 1.090
52 C 5.1316 -2.9103 0.7678  C51 1.508, O53 1.223, N54 1.360
53 O 4.0440 -3.0562 0.2278  C52 1.223
54 N 5.2255 -2.2133 1.9321  C52 1.360, C55 1.453, H59 1.008
55 C 6.4139 -1.9325 2.7196  N54 1.453, H60 1.091, H61 1.091, H62 1.085
56 H 6.1607 -4.0070 -0.7339  C51 1.086
57 H 7.1085 -2.6842 -0.0414  C51 1.091
58 H 6.8521 -4.1900 0.8822  C51 1.090
59 H 4.3393 -1.8638 2.2613  N54 1.008
60 H 6.2860 -2.3484 3.7197  C55 1.091
61 H 6.5400 -0.8517 2.8052  C55 1.091
62 H 7.3027 -2.3594 2.2679  C55 1.085
63 C -5.3259 -0.5493 1.9104  C64 1.508, H68 1.086, H69 1.091, H70 1.090
64 C -5.4038 0.8790 1.4337  C63 1.508, O65 1.224, N66 1.358
65 O -4.4066 1.5794 1.3174  C64 1.224
66 N -6.6297 1.3785 1.1298  C64 1.358, C67 1.452, H71 1.008
67 C -7.9156 0.7085 1.2024  N66 1.452, H72 1.091, H73 1.091, H74 1.085
68 H -4.2887 -0.8031 2.1092  C63 1.086
69 H -5.8971 -0.6737 2.8314  C63 1.091
70 H -5.7054 -1.2267 1.1448  C63 1.090
71 H -6.6071 2.3370 0.8189  N66 1.008
72 H -8.3741 0.7063 0.2123  C67 1.091
73 H -8.5653 1.2550 1.8879  C67 1.091
74 H -7.8135 -0.3142 1.5488  C67 1.085
75 C -0.6853 -3.5946 2.2231  C76 1.509, H80 1.086, H81 1.091, H82 1.091
76 C -1.9761 -3.1273 2.8503  C75 1.509, O77 1.223, N78 1.357
77 O -3.0626 -3.3434 2.3329  C76 1.223
78 N -1.8939 -2.4497 4.0237  C76 1.357, C79 1.457, H83 1.008
79 C -0.7009 -2.0990 4.7831  N78 1.457, H84 1.086, H85 1.092, H86 1.085
80 H -0.9120 -4.1165 1.2978  C75 1.086
81 H -0.0431 -2.7427 1.9949  C75 1.091
82 H -0.1645 -4.2811 2.8916  C75 1.091
83 H -2.7911 -2.1688 4.3860  N78 1.008
84 H -0.7640 -2.5370 5.7749  C79 1.086
85 H -0.6550 -1.0125 4.8821  C79 1.092
86 H 0.2025 -2.4514 4.2970  C79 1.085
87 C 0.1047 -2.1520 10.1829  C88 1.508, H92 1.086, H93 1.091, H94 1.091
88 C -0.4687 -2.2816 8.7942  C87 1.508, O89 1.223, N90 1.359
89 O 0.2453 -2.3694 7.8046  C88 1.223
90 N -1.8225 -2.2988 8.6730  C88 1.359, C91 1.452, H95 1.007
91 C -2.8199 -2.2068 9.7243  N90 1.452, H96 1.091, H97 1.091, H98 1.084
92 H 1.1888 -2.1535 10.1180  C87 1.086
93 H -0.2156 -1.2153 10.6407  C87 1.091
94 H -0.2081 -2.9929 10.8031  C87 1.091
95 H -2.1407 -2.3882 7.7217  N90 1.007
96 H -3.4432 -3.1020 9.7050  C91 1.091
97 H -3.4518 -1.3359 9.5427  C91 1.091
98 H -2.3610 -2.1146 10.7026  C91 1.084

| no. | LUMO level (eV) |
| --- | --- |
| 1 | 1.93 |
| 2 | -3.85 |